This record from OMol25 describes 4 unconnected molecules or ions with the total composition C55H53ClF3INO8P in a non-equilibrium geometry. The level of theory is ωB97M-V/def2-TZVPD.

CARTESIAN COORDINATES (ANGSTROEM)
C -2.740 -6.185 0.590
C -2.982 -5.250 1.858
O -3.694 -5.717 2.792
O -2.426 -3.931 2.015
C -3.431 -2.919 1.708
C -3.226 -1.552 2.575
C -2.092 -0.718 1.813
C -1.737 0.707 2.482
C -0.981 1.738 1.522
C 0.529 1.408 1.125
C 0.799 -0.014 0.455
C 1.641 -1.018 1.340
C 2.272 -0.697 2.750
C 1.040 -0.732 3.952
C 0.982 0.635 4.967
O 1.532 -0.843 5.368
C 1.914 -2.434 0.738
O 2.716 -3.349 1.500
C 4.109 -3.084 1.362
O 4.788 -3.032 2.430
C 4.908 -2.899 0.001
C 5.673 -4.169 -0.528
C 6.480 -4.145 -1.858
C 6.497 -2.797 -2.638
C 5.768 -1.524 -2.102
C 4.951 -1.527 -0.757
C 1.341 -2.886 -0.665
C 1.695 -4.377 -1.090
C 2.625 -4.556 -2.384
C 2.988 -3.243 -3.207
Cl 1.929 -5.885 -3.497
C 0.495 -1.881 -1.534
C 0.263 -0.415 -0.974
C -0.527 0.628 -1.915
O -0.652 1.828 -1.575
C -1.047 0.182 -3.374
C -1.767 1.176 -4.346
C -2.052 2.710 -3.990
C -3.343 2.917 -3.048
O -4.414 2.278 -3.225
I -3.239 4.397 -1.420
C -2.257 0.761 -5.785
C -2.044 -0.662 -6.346
C -1.308 -1.679 -5.387
P -1.048 -3.401 -6.142
N -2.274 -4.384 -5.743
C -0.842 -1.278 -3.940
C -0.147 -2.332 -2.945
O -0.204 -3.555 -3.217
H -2.860 -5.644 -0.421
H -1.734 -6.757 0.618
H -3.552 -7.004 0.617
H -3.293 -2.656 0.586
H -4.486 -3.341 1.812
H -4.220 -0.986 2.519
H -2.949 -1.895 3.631
H -1.150 -1.393 1.765
H -2.419 -0.529 0.733
H -1.276 0.562 3.516
H -2.775 1.188 2.692
H -0.940 2.740 2.110
H -1.694 1.951 0.651
H 1.179 1.630 2.048
H 0.862 2.195 0.342
H 2.934 -1.537 3.175
H 2.848 0.267 2.861
H -0.013 -1.234 3.648
H 1.514 1.202 4.122
H 1.751 0.956 5.742
H 5.620 -5.166 0.048
H 6.978 -5.108 -2.206
H 7.083 -2.772 -3.629
H 5.826 -0.575 -2.742
H 4.400 -0.602 -0.389
H 0.686 -4.894 -1.332
H 2.153 -5.018 -0.256
H 3.624 -5.009 -2.016
H 2.238 -2.976 -4.045
H 3.978 -3.462 -3.769
H 3.185 -2.306 -2.591
H -2.283 3.304 -4.958
H -1.130 3.241 -3.535
H -2.785 1.520 -6.476
H -2.422 -0.930 -7.383
H 0.189 -3.926 -5.648
H -0.928 -3.234 -7.558
H -1.903 -5.184 -5.195
F -3.933 9.393 2.969
C -3.391 8.170 2.869
C -3.476 7.484 1.667
C -2.910 6.218 1.562
C -2.276 5.647 2.663
C -2.202 6.342 3.866
C -2.758 7.613 3.969
H -3.980 7.941 0.823
H -2.963 5.675 0.623
H -1.839 4.656 2.581
H -1.711 5.894 4.724
H -2.702 8.173 4.895
F -5.552 2.357 6.049
C -6.016 2.022 4.836
C -6.987 1.039 4.725
C -7.471 0.696 3.466
C -6.971 1.332 2.332
C -5.992 2.314 2.456
C -5.515 2.666 3.715
H -7.358 0.550 5.618
H -8.237 -0.067 3.369
H -7.346 1.060 1.351
H -5.600 2.806 1.571
H -4.760 3.435 3.830
F 4.382 2.172 -0.793
C 5.613 2.654 -1.034
C 6.672 1.772 -1.181
C 7.946 2.270 -1.436
C 8.148 3.645 -1.530
C 7.077 4.521 -1.376
C 5.801 4.024 -1.132
H 6.497 0.707 -1.096
H 8.780 1.587 -1.560
H 9.143 4.033 -1.725
H 7.237 5.592 -1.446
H 4.955 4.691 -1.018

HOMO = -8.477 eV
Structure (SMILES) = CC(=O)OCCCCCCc1c(C[C@@H]2CO2)c(OC(=O)c2ccccc2)c(C[C@H](C)Cl)c2c1C(=O)c1c(CC(=O)I)ccc([PH2]=N)c1C2=O.Fc1ccccc1.Fc1ccccc1.Fc1ccccc1
Orbital gap = 6.4243 eV